Entry 1:
36
Properties=species:S:1:pos:R:3:forces:R:3:nbo_charge:R:1 method="wB97M-V/def2-TZVPD" homo_ha="-0.302 / -0.215" largest_force_ha_per_bohr=0.0829 energy_ev=-20575.3952 gap_ev="8.7 / 6.0"
C -0.3096 -3.0374 1.4607 0.18 2.70 0.66 -0.63
C -0.2266 0.2132 -2.9655 -1.51 -0.71 -0.49 -0.63
C 1.6404 2.5487 -0.0070 0.58 0.46 0.07 -0.63
C 2.7205 0.9033 1.6755 -0.68 -1.27 0.72 -0.63
C -3.3076 -0.6295 -0.0383 -4.22 -0.59 -0.12 -0.47
C -2.7905 1.6730 0.1651 -0.64 -0.44 -2.15 -0.45
C 1.0083 -2.2679 1.3016 1.99 -1.60 1.99 -0.21
C 1.0692 -0.0002 -2.1977 0.69 1.94 0.75 -0.90
C 1.3768 1.3700 0.9777 0.80 -0.08 -1.19 -0.67
N 1.0825 -1.5157 0.1108 1.09 -1.44 -2.35 -1.12
N -2.4668 0.3392 0.4844 2.65 -0.74 1.29 -0.37
Si 0.6601 0.0486 -0.2989 -0.80 1.39 0.69 1.58
H -0.9639 -2.2225 1.9139 -0.04 -1.56 -0.64 0.22
H -0.5818 -3.2293 0.4123 -0.45 -0.63 0.72 0.21
H -0.1337 -3.8707 2.1456 -0.60 -0.08 -0.39 0.21
H -1.1203 -0.0367 -2.3422 0.59 -0.44 -0.46 0.21
H -0.5356 1.2282 -3.2808 1.00 -0.22 0.05 0.22
H -0.1877 -0.4491 -3.8528 -0.47 0.52 0.25 0.21
H 2.7030 2.4548 -0.3103 -0.74 0.04 -0.74 0.21
H 0.8884 2.6235 -0.9027 1.49 0.18 1.74 0.21
H 1.6869 3.4346 0.6643 -0.51 0.02 -1.01 0.21
H 2.9013 -0.1804 1.4610 0.01 0.84 -0.09 0.21
H 2.6890 0.9050 2.7955 -0.27 0.35 -0.85 0.22
H 3.6344 1.4352 1.3947 -0.33 0.20 -0.22 0.21
H -4.2471 -0.8298 0.6857 1.63 0.68 -0.86 0.19
H -3.8826 -0.3592 -0.9773 0.71 0.09 0.43 0.16
H -3.0242 -1.6675 -0.1793 1.17 0.08 0.19 0.21
H -3.4971 2.0603 0.8512 -1.24 0.36 0.84 0.20
H -2.0335 2.4321 0.1134 1.10 -0.18 0.31 0.20
H -3.2238 1.6276 -0.8464 -0.41 0.71 0.00 0.16
H 1.3436 -1.6431 2.1647 -1.16 0.11 -0.41 0.20
H 1.8296 -3.0343 1.4644 -0.41 0.57 -1.23 0.18
H 1.7873 0.8083 -2.4965 -0.33 -0.76 0.36 0.24
H 1.5554 -0.9595 -2.4244 -0.24 0.24 -0.04 0.22
H 0.6961 1.8572 1.6783 -0.31 -1.06 0.17 0.24
H 1.2594 -2.0298 -0.8007 -0.31 0.30 2.02 0.40

---

Entry 2:
82
Properties=species:S:1:pos:R:3:forces:R:3:lowdin_spin:R:1 method="wB97M-V/def2-TZVPD" homo_ha="-0.196 / -0.196" multiplicity=3 largest_force_ha_per_bohr=0.0221 energy_ev=-57542.4007 charge=-1 s_squared=2.008 gap_ev="7.3 / 7.2"
N 5.6065 4.9749 -0.8909 0.18 0.35 0.12 0.00
C 5.2765 4.0102 -1.4224 -0.51 -0.85 -0.28 0.00
O 4.8766 2.9584 -2.0703 0.39 0.52 0.08 0.00
N 5.1076 1.7642 -1.2769 -0.01 0.02 0.74 0.00
C 4.2210 0.7398 -1.8302 -0.83 0.07 -0.31 0.00
C 2.7615 1.2066 -1.9419 0.00 -0.13 0.12 0.00
B 2.1292 1.8659 -0.6567 -0.01 -0.08 -0.13 0.00
O 1.1915 1.1655 0.0931 0.29 -0.12 0.14 0.00
O 2.4667 3.1574 -0.3255 0.08 -0.15 0.18 0.00
C 4.7636 0.2485 -3.2537 0.27 0.14 0.52 0.00
O 5.9637 0.5246 -3.4153 0.33 0.02 -0.15 0.00
O 3.9496 -0.3422 -3.9538 -0.39 -0.29 -0.40 0.00
N 4.3576 -0.3923 -0.8303 0.88 0.10 0.46 0.00
C 4.9505 -1.6071 -1.2996 -0.02 0.11 -0.17 0.00
O 4.3436 -2.5670 -1.6190 0.26 0.12 0.11 0.00
F 6.2923 -1.5723 -1.3188 -0.38 -0.13 -0.01 0.00
C 4.8469 0.0049 0.4346 -0.50 0.19 -0.25 0.00
O 5.8942 -0.1803 0.9493 -0.19 -0.27 0.13 0.00
F 3.8529 0.6355 1.1180 0.28 0.04 -0.21 0.00
H 6.0594 1.4804 -1.5285 -0.08 0.00 -0.52 0.00
H 2.1932 0.3163 -2.2214 0.06 0.13 -0.05 0.00
H 2.7083 1.8947 -2.7885 0.03 -0.03 0.00 0.00
H 1.3794 1.1933 1.0379 -0.28 0.07 0.05 0.00
H 2.0761 3.4259 0.5133 -0.01 0.10 -0.10 0.00
C -1.8699 1.4468 6.2802 -0.04 -0.08 -0.04 0.00
C -0.9379 1.5320 5.0566 -0.15 -0.03 0.61 0.03
C -1.2259 2.7982 4.2457 -0.05 0.10 -0.22 0.02
C -2.5377 2.7371 3.4633 0.02 -0.09 0.04 0.00
C -2.5965 1.4840 2.5898 0.13 0.25 -0.05 0.02
C -2.3473 0.1906 3.3696 -0.55 -0.37 0.21 0.03
N -1.0845 0.3367 4.1636 0.34 0.67 -0.82 0.38
O -0.0352 0.1373 3.4455 -0.11 -0.25 0.30 0.52
C -3.5502 -0.1450 4.2631 0.08 0.04 0.10 0.00
C -2.1680 -0.9687 2.4003 0.09 -0.01 -0.13 0.00
C 0.4932 1.5593 5.5791 0.14 0.03 -0.06 0.00
H -2.8569 1.8682 6.1026 -0.01 -0.03 -0.04 0.00
H -1.9888 0.4146 6.6098 0.02 0.00 0.01 0.00
H -1.4336 2.0099 7.1050 0.05 0.02 -0.03 0.00
H -0.4031 2.9579 3.5421 0.02 -0.08 0.01 0.00
H -1.2262 3.6508 4.9295 0.00 0.01 0.01 0.00
H -3.3939 2.7716 4.1432 0.01 -0.03 0.02 0.00
H -2.6187 3.6220 2.8295 -0.02 0.01 0.01 0.00
H -3.5676 1.4069 2.0950 -0.01 -0.01 -0.01 0.00
H -1.8448 1.5664 1.7984 0.04 -0.06 0.04 0.00
H -3.3204 -0.9898 4.9139 0.00 -0.01 0.00 0.00
H -4.3897 -0.4269 3.6271 0.04 -0.03 -0.05 0.00
H -3.8878 0.6814 4.8816 0.02 0.01 -0.01 0.00
H -1.3871 -0.7578 1.6787 0.05 -0.02 0.04 0.00
H -3.0997 -1.1289 1.8546 -0.04 0.04 0.03 0.00
H -1.9156 -1.8916 2.9255 0.02 0.03 0.03 0.00
H 0.7277 0.6401 6.1177 -0.01 -0.01 0.00 0.00
H 0.5966 2.4003 6.2657 -0.02 0.01 0.02 0.00
H 1.2181 1.6787 4.7788 -0.02 -0.05 -0.02 0.00
C -1.1862 -3.7071 -2.0400 0.05 0.01 -0.12 0.00
C -1.2475 -2.1709 -1.9259 0.17 -0.68 0.19 0.03
C -2.7010 -1.7040 -1.8185 -0.17 0.20 -0.09 0.02
C -3.4737 -1.8180 -3.1339 0.10 0.00 -0.01 0.00
C -2.7318 -1.1100 -4.2693 -0.18 0.08 0.18 0.02
C -1.2804 -1.5709 -4.4274 0.17 -0.44 -0.45 0.03
N -0.6022 -1.4979 -3.0970 -0.68 0.89 0.21 0.37
O -0.2251 -0.3006 -2.8165 0.20 -0.30 -0.08 0.53
C -1.2208 -2.9851 -5.0223 0.01 -0.05 0.10 0.00
C -0.5347 -0.6547 -5.3899 0.02 0.14 -0.04 0.00
C -0.4669 -1.7843 -0.6798 0.14 0.13 0.19 0.00
H -2.0297 -4.1379 -2.5766 0.01 0.03 -0.04 0.00
H -0.2653 -4.0238 -2.5289 0.02 0.01 0.02 0.00
H -1.1957 -4.1412 -1.0404 0.00 0.06 0.04 0.00
H -2.7092 -0.6588 -1.4922 0.08 0.01 -0.03 0.00
H -3.1917 -2.2851 -1.0326 0.00 -0.02 0.01 0.00
H -3.6478 -2.8672 -3.3885 0.04 -0.01 0.00 0.00
H -4.4617 -1.3682 -3.0123 -0.02 -0.02 -0.01 0.00
H -3.2493 -1.2635 -5.2199 0.00 -0.01 -0.01 0.00
H -2.7365 -0.0328 -4.0757 0.09 -0.01 0.02 0.00
H -0.1975 -3.3611 -5.0061 0.01 0.01 0.00 0.00
H -1.5505 -2.9439 -6.0612 0.02 0.06 -0.01 0.00
H -1.8588 -3.7047 -4.5172 0.00 0.02 0.02 0.00
H -0.5981 0.3875 -5.0891 0.02 -0.02 0.05 0.00
H -0.9768 -0.7567 -6.3827 -0.01 -0.03 -0.01 0.00
H 0.5196 -0.9266 -5.4467 0.01 0.01 0.03 0.00
H 0.5792 -2.0801 -0.7750 0.02 0.05 -0.04 0.00
H -0.8831 -2.3035 0.1841 -0.07 -0.11 -0.07 0.00
H -0.4936 -0.7168 -0.4762 0.06 0.01 -0.14 0.00

---

Entry 3:
15
Properties=species:S:1:pos:R:3:forces:R:3:nbo_charge:R:1 method="wB97M-V/def2-TZVPD" homo_ha="-0.503 / -0.499" largest_force_ha_per_bohr=0.1028 energy_ev=-14101.7723 charge=+1 gap_ev="8.3 / 7.8"
C -0.8997 -1.5697 0.0639 1.60 4.78 -0.42 0.35
C -0.2101 1.0756 0.1193 2.45 -0.85 3.13 -0.28
C -1.6907 0.6657 -0.1843 1.81 1.69 2.31 -0.24
N 0.8154 0.1023 -0.3236 -5.21 -0.82 0.44 -0.73
N -1.8020 -0.7466 -0.2030 -0.04 -1.86 -1.10 -0.46
Si 2.3731 -0.4191 -0.0175 0.52 1.06 -3.82 1.11
H -0.6856 -2.5517 0.1891 -0.20 -3.04 0.05 0.22
H 0.0666 1.9435 -0.4406 -0.24 0.89 -0.37 0.26
H 0.0730 1.3004 1.2426 -1.43 -0.18 -1.96 0.21
H -2.4489 0.8880 0.6040 0.86 0.91 -0.45 0.25
H -1.9083 1.1787 -1.0804 -0.95 -0.20 -1.33 0.25
H -2.7354 -0.9456 -0.5306 -0.64 -1.15 0.08 0.44
H 2.7369 0.8274 -0.9225 0.26 -0.77 0.79 -0.09
H 2.4387 -1.5435 -0.9676 0.35 -0.30 0.51 -0.13
H 3.0988 -0.4338 1.1484 0.86 -0.15 2.14 -0.16

---

Entry 4:
14
Properties=species:S:1:pos:R:3:forces:R:3:lowdin_spin:R:1 method="wB97M-V/def2-TZVPD" homo_ha="-0.388 / -0.550" multiplicity=5 largest_force_ha_per_bohr=0.0863 energy_ev=-31999.6419 charge=+1 s_squared=6.006 gap_ev="6.5 / 10.9"
H -0.6541 1.4795 -1.0428 -2.04 -2.01 1.66 0.01
C -1.7193 1.1992 -0.2221 1.29 2.01 -3.74 0.00
C -2.7586 0.0157 -0.1668 -0.10 -1.24 -1.39 0.00
C -1.7693 -0.2701 -1.1690 2.25 -1.20 2.54 0.00
C -1.6956 -0.0717 -2.6520 -0.95 0.48 0.61 0.05
O -0.7179 0.8997 -2.8895 -0.37 -1.17 1.20 0.14
V -0.3338 1.9018 -4.3382 0.50 1.04 -1.54 3.78
H -1.4993 1.5694 0.7799 0.20 -0.03 -0.47 0.00
H -2.1520 1.7450 -1.0673 -0.84 1.85 1.55 0.00
H -3.7421 0.2991 -0.5456 0.22 0.06 0.42 0.00
H -2.7242 -0.5426 0.7675 0.04 0.22 -0.20 0.00
H -0.8558 -0.7494 -0.7978 -0.59 -0.54 -0.10 0.00
H -2.7082 0.2101 -2.9938 0.41 -0.04 -0.33 0.01
H -1.4459 -1.0953 -3.0043 -0.03 0.59 -0.21 0.00